C29H26AsN2O6PRuS4 | ωB97M-V with the def2-TZVPD basis set

## Properties
Relative energy (zero: lowest compared OMol25 entry of this formula, charge and spin) = 1.623 eV
2S+1 = 2
Total charge = -1
HOMO (alpha / beta) = -4.89 / -5.06 eV
Frontier orbital gap (alpha / beta) = 7.413 / 7.573 eV
Expectation value of S² = 0.757

Last column: Mulliken spin population.
Element x y z (Å)
Ru (0.628, 0.140, 1.145)  0.882
S (-0.079, -1.005, 3.097)  -0.043
C (0.773, 0.193, 4.014)  -0.018
C (1.070, 0.176, 5.378)  0.003
C (1.880, 1.171, 5.883)  0.000
C (2.385, 2.153, 5.035)  0.003
C (2.025, 2.106, 3.698)  0.001
N (1.218, 1.173, 3.211)  0.047
H (0.697, -0.624, 6.003)  0.001
H (2.139, 1.177, 6.935)  0.000
H (3.035, 2.934, 5.403)  0.000
H (2.375, 2.833, 2.972)  0.002
O (4.660, 1.167, 1.715)  0.002
As (3.346, 0.595, 0.668)  -0.004
O (2.672, -0.746, 1.414)  -0.003
O (2.068, 1.668, 0.697)  0.079
C (4.378, 0.576, -0.949)  0.004
C (5.685, 0.104, -0.853)  0.001
C (6.536, 0.135, -1.943)  0.000
C (6.078, 0.666, -3.145)  0.000
C (4.783, 1.132, -3.255)  -0.001
C (3.896, 1.090, -2.168)  -0.004
S (1.348, 0.207, -2.252)  0.000
O (2.649, 1.525, -2.334)  -0.001
O (2.074, -0.767, -1.429)  0.005
O (0.333, 0.917, -1.478)  0.018
H (4.371, 1.097, 2.634)  0.000
H (6.043, -0.278, 0.095)  0.000
H (7.548, -0.239, -1.852)  0.000
H (6.737, 0.708, -4.005)  0.000
H (4.404, 1.532, -4.186)  0.000
C (-3.724, 4.790, 1.482)  0.000
C (-2.741, 3.661, 1.396)  -0.001
C (-2.913, 2.489, 2.118)  0.000
C (-2.013, 1.451, 1.974)  -0.006
N (-0.950, 1.525, 1.175)  -0.014
C (-0.761, 2.654, 0.482)  0.000
C (-1.627, 3.726, 0.565)  -0.001
H (-4.175, 4.846, 2.473)  0.000
H (-4.530, 4.642, 0.760)  0.000
H (-3.250, 5.746, 1.260)  0.000
H (-3.758, 2.353, 2.781)  0.000
H (-2.140, 0.526, 2.518)  0.001
H (0.118, 2.678, -0.146)  0.000
H (-1.417, 4.608, -0.025)  0.000
S (-3.688, -0.440, 0.131)  0.002
P (-2.266, -1.582, -0.593)  0.011
S (-0.359, -1.723, 0.171)  0.024
C (-2.795, -3.334, -0.521)  -0.003
C (-3.700, -3.792, -1.475)  0.001
C (-4.196, -5.084, -1.407)  0.000
C (-3.794, -5.930, -0.382)  0.000
C (-2.895, -5.476, 0.572)  0.002
C (-2.396, -4.183, 0.504)  0.003
C (-2.053, -1.322, -2.395)  -0.005
C (-1.070, -2.028, -3.082)  0.011
C (-0.911, -1.853, -4.447)  0.003
C (-1.728, -0.964, -5.134)  0.000
C (-2.705, -0.256, -4.451)  0.001
C (-2.870, -0.438, -3.085)  0.000
H (-4.017, -3.132, -2.273)  0.000
H (-4.896, -5.432, -2.157)  0.000
H (-4.179, -6.941, -0.329)  0.000
H (-2.575, -6.130, 1.374)  0.000
H (-1.688, -3.830, 1.243)  -0.003
H (-0.409, -2.697, -2.543)  -0.001
H (-0.132, -2.393, -4.969)  0.000
H (-1.593, -0.816, -6.198)  0.000
H (-3.337, 0.447, -4.980)  0.000
H (-3.622, 0.116, -2.537)  0.000

=====

C29H26ClCoN6O4S6 | ωB97M-V with the def2-TZVPD basis set

## Properties
2S+1 = 6
Total charge = -1
HOMO (alpha / beta) = -0.81 / -4.69 eV
Frontier orbital gap (alpha / beta) = 1.826 / 4.371 eV
Expectation value of S² = 8.811

Last column: Mulliken spin population.
Element x y z (Å)
Co (-0.527, 1.081, -1.057)  2.795
O (0.367, 2.646, -1.758)  0.052
N (-0.012, 3.905, -1.776)  -0.001
C (0.893, 4.852, -2.107)  0.005
C (0.533, 6.170, -2.199)  -0.002
C (-0.797, 6.535, -1.970)  0.003
C (-1.700, 5.565, -1.591)  -0.004
C (-1.302, 4.234, -1.453)  0.002
S (-2.322, 3.008, -0.871)  0.082
H (1.892, 4.482, -2.284)  -0.001
H (1.276, 6.911, -2.445)  0.000
H (-1.113, 7.559, -2.080)  0.000
H (-2.730, 5.798, -1.374)  -0.002
C (0.385, 2.549, 1.724)  -0.053
C (1.357, 1.484, 2.114)  0.017
C (2.512, 1.806, 2.806)  0.025
C (3.443, 0.831, 3.118)  -0.017
Cl (4.873, 1.265, 3.987)  0.000
C (3.251, -0.478, 2.724)  0.003
C (2.110, -0.811, 2.011)  -0.009
C (1.152, 0.153, 1.709)  0.016
O (-0.013, -0.097, 1.029)  -0.035
C (-0.250, -1.432, 0.599)  -0.028
C (0.420, -1.676, -0.802)  0.001
O (0.898, -2.773, -1.030)  0.006
O (0.380, -0.676, -1.565)  0.038
H (0.858, 3.528, 1.760)  0.002
H (-0.493, 2.560, 2.367)  0.001
H (0.043, 2.340, 0.700)  0.037
H (2.710, 2.830, 3.082)  -0.003
H (4.003, -1.222, 2.940)  0.000
H (2.019, -1.820, 1.646)  0.000
H (-1.331, -1.512, 0.482)  0.022
H (0.074, -2.168, 1.333)  0.003
C (-3.454, 0.308, 0.819)  0.003
C (-3.241, -0.340, -0.498)  0.005
N (-2.319, -0.016, -1.383)  0.034
C (-2.484, -0.844, -2.455)  0.024
C (-3.518, -1.687, -2.214)  -0.013
N (-4.005, -1.358, -0.972)  -0.001
C (-4.979, -2.123, -0.226)  0.065
N (-4.359, -2.832, 0.845)  -0.008
N (-4.451, -2.381, 2.139)  0.368
N (-3.663, -3.057, 2.885)  0.093
C (-2.990, -3.963, 2.131)  -0.019
C (-2.009, -4.904, 2.459)  0.292
C (-1.515, -5.681, 1.432)  -0.153
C (-1.967, -5.556, 0.119)  0.199
C (-2.931, -4.623, -0.234)  0.114
C (-3.425, -3.831, 0.787)  -0.039
H (-2.525, 0.772, 1.149)  0.001
H (-3.791, -0.415, 1.563)  0.005
H (-4.200, 1.095, 0.717)  0.001
H (-1.841, -0.781, -3.307)  0.004
H (-3.966, -2.455, -2.810)  0.007
H (-5.459, -2.821, -0.923)  -0.002
H (-5.726, -1.459, 0.223)  0.001
H (-1.658, -5.004, 3.473)  0.022
H (-0.749, -6.410, 1.651)  -0.005
H (-1.549, -6.198, -0.643)  0.035
H (-3.262, -4.513, -1.255)  0.023
C (4.218, -1.902, -0.717)  0.001
S (5.670, -1.390, -1.660)  0.146
C (5.766, 0.342, -1.552)  0.268
C (4.883, 1.276, -1.055)  -0.074
S (3.334, 1.040, -0.462)  0.572
S (5.503, 2.943, -1.071)  -0.023
C (6.859, 2.636, -2.128)  -0.005
S (7.823, 3.826, -2.756)  0.063
S (7.274, 0.918, -2.225)  0.031
H (4.342, -2.967, -0.546)  0.000
H (3.313, -1.721, -1.289)  0.007
H (4.191, -1.357, 0.220)  0.003

=====

C29H26F2O5 | ωB97M-V with the def2-TZVPD basis set

## Properties
Relative energy (zero: lowest compared OMol25 entry of this formula, charge and spin) = 0.000 eV
HOMO = -6.65 eV
Frontier orbital gap = 3.296 eV

Last column: natural (NBO) charge in e.
Element x y z (Å)
F (1.701, -4.953, 0.212)  -0.324
C (0.596, -4.505, 0.896)  0.370
C (0.489, -4.805, 2.253)  -0.195
C (-0.636, -4.322, 2.943)  -0.223
C (-1.595, -3.566, 2.284)  -0.052
C (-1.423, -3.177, 0.936)  -0.162
C (-2.258, -2.194, 0.325)  0.110
C (-1.840, -1.489, -0.801)  -0.325
C (-2.650, -0.685, -1.582)  0.081
C (-2.251, -0.202, -2.864)  -0.127
C (-1.135, -0.796, -3.525)  -0.214
C (-0.777, -0.336, -4.783)  0.390
F (0.287, -0.936, -5.418)  -0.321
C (-1.458, 0.692, -5.433)  -0.212
C (-2.547, 1.296, -4.769)  -0.197
C (-2.937, 0.855, -3.511)  -0.142
C (-0.343, -3.748, 0.209)  -0.203
H (1.256, -5.392, 2.753)  0.246
H (-0.763, -4.529, 4.005)  0.240
H (-2.486, -3.234, 2.805)  0.251
H (-3.209, -1.974, 0.799)  0.295
H (-0.783, -1.551, -1.079)  0.211
H (-3.625, -0.399, -1.191)  0.272
H (-0.586, -1.611, -3.067)  0.234
H (-1.144, 1.011, -6.421)  0.246
H (-3.080, 2.117, -5.254)  0.237
H (-3.768, 1.328, -2.982)  0.238
H (-0.240, -3.554, -0.854)  0.230
C (-4.641, 4.155, 6.501)  -0.254
O (-5.057, 2.826, 6.900)  -0.504
C (-4.881, 1.814, 6.004)  0.301
C (-5.214, 0.505, 6.426)  -0.266
C (-4.912, -0.577, 5.628)  -0.197
C (-4.315, -0.398, 4.383)  -0.061
C (-3.919, -1.602, 3.544)  -0.434
C (-5.004, -2.107, 2.703)  -0.512
C (-5.355, -1.330, 1.527)  0.752
O (-4.652, -0.445, 1.034)  -0.749
O (-6.567, -1.601, 0.961)  -0.557
C (-7.604, -1.939, 1.925)  0.539
C (-7.844, -0.782, 2.906)  -0.681
C (-8.831, -2.278, 1.077)  -0.625
O (-7.202, -3.124, 2.626)  -0.555
C (-6.046, -2.888, 3.374)  0.773
O (-5.995, -3.271, 4.530)  -0.649
C (-4.076, 0.889, 3.908)  -0.142
C (-4.346, 1.998, 4.702)  -0.339
H (-4.898, 4.786, 7.354)  0.198
H (-3.556, 4.183, 6.319)  0.179
H (-5.184, 4.488, 5.604)  0.178
H (-5.693, 0.364, 7.396)  0.220
H (-5.154, -1.592, 5.953)  0.245
H (-3.094, -1.305, 2.885)  0.193
H (-3.612, -2.429, 4.205)  0.216
H (-6.942, -0.551, 3.509)  0.245
H (-8.139, 0.110, 2.333)  0.219
H (-8.662, -1.057, 3.591)  0.226
H (-8.585, -3.114, 0.420)  0.225
H (-9.672, -2.548, 1.723)  0.219
H (-9.091, -1.405, 0.474)  0.216
H (-3.680, 1.030, 2.901)  0.216
H (-4.131, 3.000, 4.323)  0.210